1.
ORCA calculation (the ωB97M-V functional and the def2-TZVPD basis) on a cluster of 16 separate species, H34NO15 in total at a distorted geometry.

For the highest occupied orbital energy, the calculation gives -13.19 eV. The calculation puts the energy above the lowest of the compared OMol25 structures with the same formula, charge and spin at 74.58 kJ/mol. Its charge is +1. The value obtained for the total energy is -1203.53122 hartree.

Element x y z (Å)
1 O 0.641 3.408 -0.579
2 O -3.263 -1.162 0.819
3 O -1.060 0.739 -3.144
4 O -0.082 -1.616 -3.126
5 O -2.751 1.282 -0.595
6 O 2.088 -0.409 2.474
7 O -0.458 -2.441 1.108
8 O 2.551 -2.545 0.862
9 O -1.069 -0.107 3.115
10 O 1.120 2.339 -2.956
11 O 2.512 -1.654 -1.805
12 O -2.053 -3.481 -0.731
13 O 2.603 1.329 -0.037
14 O 0.515 2.241 2.039
15 O -2.000 2.538 2.930
16 N -0.124 0.030 -0.211
17 H 3.110 1.345 -0.827
18 H 2.716 -2.151 0.039
19 H -2.027 0.855 -3.183
20 H 2.155 -1.154 1.850
21 H -3.076 1.953 0.002
22 H -0.836 -0.214 -3.014
23 H 0.718 -0.488 -0.431
24 H -0.806 -0.602 -0.574
25 H 1.163 2.245 1.327
26 H -3.562 0.958 -1.059
27 H -3.345 -1.223 1.773
28 H -1.719 0.588 3.184
29 H -1.620 -3.050 -0.013
30 H 0.411 1.691 -2.955
31 H -3.029 -0.229 0.587
32 H -1.631 -0.879 3.187
33 H 3.085 -0.887 -1.794
34 H -0.494 -2.158 -3.851
35 H 1.040 2.800 -2.111
36 H -0.655 -2.074 1.972
37 H 2.981 -0.345 2.914
38 H 0.694 4.226 -0.090
39 H 0.638 -1.346 -3.648
40 H -0.264 0.144 0.819
41 H 0.858 1.525 2.589
42 H -1.371 -3.727 -1.341
43 H 0.290 -3.015 1.290
44 H -0.105 0.914 -0.723
45 H -1.254 2.389 2.352
46 H 2.726 -2.164 -2.598
47 H 2.732 -3.466 0.648
48 H -1.545 2.757 3.747
49 H 3.128 0.792 0.550
50 H -0.279 3.500 -0.784

2.
ORCA calculation (the ωB97M-V functional and the def2-TZVPD basis) on a cluster of 17 separate species, H34O16S in total at a distorted geometry.

For the highest occupied orbital energy, the calculation gives -9.82 eV. The value obtained for the total energy is -1622.35087 hartree.

Element x y z (Å)
1 S 0.232 1.150 -0.059
2 O 3.391 -0.779 -0.476
3 O 1.291 1.557 3.847
4 O 2.449 1.020 -2.262
5 O -2.467 1.360 1.446
6 O -0.956 -0.211 2.944
7 O 1.506 -1.883 -2.083
8 O -1.598 -2.796 3.152
9 O -0.288 -2.976 -0.035
10 O -4.106 -0.783 1.439
11 O 2.700 -0.441 2.911
12 O 2.232 -0.501 -4.463
13 O 1.207 3.627 -2.774
14 O -2.937 -1.555 -1.003
15 O -1.629 -0.304 -2.976
16 O -1.274 2.572 3.932
17 O 0.327 1.316 -3.729
18 H -2.508 -0.880 -1.502
19 H 0.939 4.198 -2.005
20 H -0.103 1.712 -4.515
21 H 4.132 -1.213 -0.567
22 H -3.716 -1.149 2.129
23 H 2.173 0.234 3.277
24 H 3.072 -0.917 3.526
25 H 3.092 -0.612 0.463
26 H -3.090 -2.161 -1.740
27 H -1.845 2.213 3.239
28 H -1.496 0.302 2.309
29 H 1.022 1.608 4.784
30 H 2.511 0.701 -3.129
31 H -3.794 -1.013 0.544
32 H 0.399 1.581 3.411
33 H 1.418 -0.073 -4.054
34 H -1.600 -3.338 3.928
35 H -1.658 3.387 4.013
36 H -2.266 1.746 0.635
37 H 1.907 3.049 -2.479
38 H -1.161 -1.113 -3.105
39 H 0.567 -0.173 0.022
40 H -1.271 -2.731 -0.352
41 H -0.091 -0.037 2.451
42 H 2.243 -1.664 -1.598
43 H 0.854 1.499 -1.239
44 H -1.095 0.385 -3.280
45 H -1.067 -1.949 3.386
46 H -3.169 0.646 1.334
47 H 2.395 0.321 -1.647
48 H 2.082 -1.420 -4.115
49 H -0.478 -3.183 0.827
50 H 0.582 2.042 -3.100
51 H 0.941 -2.369 -1.665

3.
ORCA calculation (the ωB97M-V functional and the def2-TZVPD basis) on a cluster of 17 separate species, H35O17 in total at a distorted geometry.

For the highest occupied orbital energy, the calculation gives -13.44 eV. The calculation puts the energy above the lowest of the compared OMol25 structures with the same formula, charge and spin at 538.29 kJ/mol. Its charge is +1. The value obtained for the total energy is -1299.70391 hartree.

Element x y z (Å)
1 O -0.452 0.662 3.651
2 O -0.460 3.102 -4.502
3 O 2.981 -2.001 -4.149
4 O -0.261 0.930 -1.582
5 O -1.159 -3.612 -0.547
6 O 0.898 -0.911 1.651
7 O -0.744 -2.941 2.668
8 O 2.292 -0.034 3.584
9 O 2.778 2.669 -1.431
10 O -3.206 -2.201 -0.787
11 O 0.089 2.448 1.441
12 O 3.165 -1.880 2.223
13 O -4.542 1.768 0.729
14 O 0.467 -0.356 -3.988
15 O -2.860 -0.298 2.356
16 O 0.685 -1.394 -0.747
17 O 0.417 3.916 -0.984
18 H 0.369 3.679 -0.041
19 H -0.884 -3.848 3.135
20 H -0.641 3.985 -4.135
21 H -1.339 0.374 3.722
22 H 0.753 -0.434 -4.954
23 H -0.391 1.480 4.272
24 H -2.592 -2.814 -0.466
25 H 0.300 -1.491 2.206
26 H -1.580 -2.602 3.240
27 H 0.288 -0.513 -1.103
28 H 3.047 -2.655 2.749
29 H -1.309 -4.594 -0.406
30 H 0.009 -2.145 -1.014
31 H 0.487 1.868 1.877
32 H 1.956 3.179 -1.516
33 H 1.471 0.178 3.731
34 H 0.190 3.203 2.147
35 H 3.466 3.183 -1.878
36 H 2.286 -2.170 -3.495
37 H 2.763 0.764 3.486
38 H 3.604 -1.222 2.761
39 H 0.159 1.891 -1.201
40 H 3.251 -1.192 -3.742
41 H 1.189 0.069 -3.490
42 H -4.822 2.211 -0.168
43 H 1.785 -1.254 1.983
44 H -3.997 -2.678 -1.007
45 H -3.212 0.019 1.414
46 H 0.152 0.826 -2.476
47 H 0.784 -1.052 0.595
48 H -3.340 -1.042 2.348
49 H -3.659 2.130 0.916
50 H -0.126 4.671 -1.029
51 H -0.915 -3.666 -1.489
52 H -0.219 2.727 -3.659

4.
ORCA calculation (the ωB97M-V functional and the def2-TZVPD basis) on a cluster of 17 separate species, H35O17 in total at a distorted geometry.

For the highest occupied orbital energy, the calculation gives -12.45 eV. The calculation puts the energy above the lowest of the compared OMol25 structures with the same formula, charge and spin at 347.16 kJ/mol. Its charge is +1. The value obtained for the total energy is -1299.77671 hartree.

Element x y z (Å)
1 O -1.057 -0.949 2.895
2 O 1.718 -3.663 3.398
3 O 0.537 -1.910 -0.046
4 O -1.767 0.426 -0.164
5 O 2.219 1.488 3.314
6 O -1.562 -3.752 1.189
7 O -3.376 1.326 -3.117
8 O 1.141 1.076 -0.732
9 O -1.633 2.317 1.748
10 O -0.035 -0.631 -2.398
11 O 4.212 -1.755 -1.125
12 O -0.628 1.472 -4.795
13 O -1.844 2.977 -1.403
14 O 3.136 -0.046 0.481
15 O 2.852 -1.601 2.385
16 O -4.200 0.047 0.743
17 O 0.469 3.628 -2.546
18 H -2.281 0.771 -0.867
19 H -2.465 1.175 -3.291
20 H -0.739 -4.233 1.331
21 H 1.901 -3.566 4.303
22 H 4.491 -1.373 -1.980
23 H 0.542 0.337 -0.333
24 H -1.984 0.872 0.690
25 H 2.044 2.405 3.361
26 H -4.379 -0.883 0.692
27 H 0.935 1.032 -1.689
28 H 3.300 -0.853 -0.204
29 H 0.091 -1.480 0.776
30 H 3.134 1.336 3.361
31 H -2.147 3.002 1.238
32 H 0.024 0.776 -4.616
33 H -1.813 -1.275 3.380
34 H 2.669 -0.801 1.111
35 H -2.558 3.078 -2.026
36 H -0.125 2.190 -5.186
37 H -5.038 0.497 0.752
38 H -2.259 2.226 -0.899
39 H 2.383 -2.356 2.737
40 H 1.042 -4.258 3.168
41 H -0.358 -0.668 3.466
42 H -0.936 -0.432 -2.218
43 H -0.157 4.346 -2.543
44 H -2.143 -4.414 0.784
45 H 0.592 3.563 -1.600
46 H -2.344 1.910 2.327
47 H 0.315 -1.489 -2.154
48 H 4.616 -2.618 -1.041
49 H -0.097 -2.662 -0.059
50 H 3.852 -1.685 2.388
51 H -4.024 1.288 -3.826
52 H 2.376 0.609 -0.018

5.
ORCA calculation (the ωB97M-V functional and the def2-TZVPD basis) on a cluster of 18 separate species, H35O18 in total at a distorted geometry.

For the highest occupied orbital energy, the calculation gives -7.04 eV. The calculation puts the energy above the lowest of the compared OMol25 structures with the same formula, charge and spin at 592.11 kJ/mol. Its charge is -1. The value obtained for the total energy is -1375.15081 hartree.

Element x y z (Å)
1 O 2.416 4.650 -0.181
2 O -0.845 -0.260 2.988
3 O -4.767 -0.806 -1.020
4 O 2.126 2.274 -1.560
5 O -2.879 -1.378 -4.873
6 O 0.337 3.710 2.279
7 O -1.991 -2.735 -1.969
8 O 0.630 1.999 0.389
9 O -0.464 0.841 -1.689
10 O -3.347 -2.568 0.249
11 O 1.892 -0.041 3.340
12 O 5.167 -1.366 2.082
13 O -1.148 -0.526 0.509
14 O -2.990 2.451 1.161
15 O 4.016 2.420 1.803
16 O 0.994 -3.483 -1.754
17 O 2.788 0.126 -0.571
18 O -3.203 -5.117 -2.096
19 H 1.066 -3.161 -1.018
20 H -1.230 1.425 -1.486
21 H -1.148 -2.279 -1.788
22 H -3.506 -4.357 -2.637
23 H 2.694 1.174 -0.978
24 H 4.127 3.428 1.542
25 H 1.109 4.189 2.232
26 H 2.560 0.214 4.110
27 H -3.442 -4.543 -1.430
28 H 3.741 1.963 1.011
29 H -3.115 -3.485 -0.163
30 H -2.238 -1.057 -4.322
31 H 2.264 3.923 -0.805
32 H 1.266 2.319 -0.482
33 H 0.423 3.123 1.622
34 H -2.391 -2.315 -4.985
35 H -5.506 -1.186 -0.548
36 H -0.910 -0.631 3.893
37 H 0.113 1.008 -0.948
38 H 2.139 -0.132 0.116
39 H -2.747 1.879 1.926
40 H -2.531 -2.051 -0.005
41 H 2.375 0.352 2.654
42 H 1.331 1.583 0.932
43 H 0.009 0.226 3.335
44 H 1.657 4.384 0.394
45 H -0.666 0.256 0.267
46 H 4.974 -0.995 1.228
47 H -1.510 -3.704 -2.028
48 H 5.351 -0.907 2.717
49 H -0.685 -0.765 1.334
50 H 1.585 1.956 -2.479
51 H -3.917 -0.995 -0.422
52 H 0.703 -2.895 -2.358
53 H -2.676 1.864 0.488